Entry 1:
A single C2H5NS2 molecule at a distorted geometry. Source: the OMol25 dataset; level of theory: ωB97M-V/def2-TZVPD.

Computed properties:
Highest occupied orbital energy in eV: -8.461
SMILES string: NCC(=S)S
Energy above the lowest of the compared OMol25 structures with the same formula, charge and spin in eV: 0.896
Frontier orbital gap in eV: 8.384
LUMO in eV: -0.08

Atoms and positions in Å:
N: 0.46 0.16 -2.11
C: 0.99 0.59 -0.85
C: 0.16 0.06 0.25
S: 0.57 0.15 1.83
S: -1.34 -0.55 -0.32
H: 0.46 0.76 -2.91
H: 0.67 -0.76 -2.44
H: 0.91 1.72 -0.82
H: 2.04 0.45 -0.60
H: -1.94 -0.85 0.86

---

Entry 2:
6 unconnected molecules or ions with the total composition C23H36O16 at a distorted geometry. Source: the OMol25 dataset; level of theory: ωB97M-V/def2-TZVPD.

Computed properties:
Highest occupied orbital energy in eV: -8.878
SMILES string: C[C@H]1COC(=O)O1.C[C@H]1COC(=O)O1.C[C@H]1COC(=O)O1.C[C@H]1COC(=O)O1.C[C@H]1COC(=O)O1.CC(C)=O
Energy above the lowest of the compared OMol25 structures with the same formula, charge and spin in eV: 0.218
Frontier orbital gap in eV: 9.139
LUMO in eV: 0.26

Atoms and positions in Å:
C: -1.22 -1.19 5.58
C: -0.26 -0.07 5.93
C: 0.34 -0.01 7.34
O: 1.75 0.17 7.10
C: 2.04 -0.13 5.82
O: 3.11 -0.34 5.32
O: 0.90 -0.25 5.12
H: -2.00 -1.26 6.34
H: -0.68 -2.13 5.48
H: -1.65 -0.98 4.61
H: -0.64 0.92 5.67
H: 0.19 -0.95 7.88
H: 0.07 0.91 7.85
C: -4.03 5.08 2.29
C: -2.59 4.63 2.43
C: -2.09 3.47 1.51
O: -1.45 4.13 0.41
C: -1.14 5.36 0.76
O: -0.36 6.07 0.20
O: -1.75 5.70 1.93
H: -4.13 6.15 2.44
H: -4.73 4.58 2.96
H: -4.48 4.91 1.30
H: -2.27 4.42 3.45
H: -2.93 2.93 1.06
H: -1.33 2.81 1.92
C: 0.74 -3.05 -5.44
C: 1.72 -3.07 -4.31
C: 1.10 -2.78 -2.91
O: 1.52 -3.87 -2.08
C: 2.15 -4.78 -2.85
O: 2.55 -5.82 -2.41
O: 2.29 -4.38 -4.09
H: 0.44 -2.01 -5.57
H: -0.17 -3.62 -5.26
H: 1.17 -3.43 -6.36
H: 2.61 -2.47 -4.51
H: 0.04 -2.55 -2.95
H: 1.63 -1.92 -2.49
C: -5.22 1.76 -4.65
C: -3.87 2.22 -4.12
C: -3.87 2.85 -2.72
O: -2.81 2.18 -2.04
C: -2.42 1.10 -2.72
O: -1.52 0.38 -2.42
O: -3.05 1.06 -3.90
H: -6.02 2.50 -4.64
H: -5.62 0.99 -3.99
H: -5.05 1.37 -5.65
H: -3.43 2.96 -4.79
H: -4.78 2.72 -2.14
H: -3.50 3.88 -2.73
C: 5.34 -3.28 -2.13
C: 5.45 -2.07 -1.24
C: 4.73 -0.81 -1.82
O: 3.83 -0.39 -0.82
C: 3.85 -1.27 0.21
O: 3.17 -1.23 1.19
O: 4.70 -2.25 -0.05
H: 5.97 -3.23 -3.03
H: 4.32 -3.53 -2.42
H: 5.71 -4.21 -1.68
H: 6.48 -1.84 -0.96
H: 4.19 -1.17 -2.71
H: 5.38 0.00 -2.16
C: 0.26 -0.13 1.94
C: -0.05 -1.55 1.65
C: 0.12 -2.12 0.24
O: -0.36 -2.27 2.58
H: -0.15 0.61 1.24
H: 1.34 0.02 2.07
H: -0.08 0.13 2.94
H: 1.18 -2.14 0.00
H: -0.34 -1.32 -0.35
H: -0.35 -3.09 0.33

---

Entry 3:
A single ClFS2 molecule at a distorted geometry. Source: the OMol25 dataset; level of theory: ωB97M-V/def2-TZVPD.

Computed properties:
Highest occupied orbital energy (spin up / spin down) in eV: -10.173 / -10.145
Energy above the lowest of the compared OMol25 structures with the same formula, charge and spin in eV: 0.976
Frontier orbital gap (spin up / spin down) in eV: 7.124 / 7.082
LUMO (spin up / spin down) in eV: -3.05 / -3.06

Atoms and positions in Å:
F: -0.06 1.14 -0.11
S: -0.12 -0.38 0.45
S: -1.82 -0.98 -0.17
Cl: 2.25 -0.67 -0.11

---

Entry 4:
A molecular structure, C28H67Br3N3O15P3 at a distorted geometry. Source: the OMol25 dataset; level of theory: ωB97M-V/def2-TZVPD.

Computed properties:
Spin multiplicity: 2
⟨S²⟩: 0.770
Highest occupied orbital energy (spin up / spin down) in eV: -10.631 / -10.631
Frontier orbital gap (spin up / spin down) in eV: 7.326 / 2.522
LUMO (spin up / spin down) in eV: -3.30 / -8.11
Net charge: +1

Atoms and positions in Å:
C: -5.21 4.12 1.49
O: -6.17 3.68 0.91
N: -4.32 3.36 2.28
C: -3.22 4.11 2.94
C: -4.58 1.96 2.68
H: -4.92 5.17 1.32
H: -2.83 5.08 2.63
H: -2.43 3.37 2.97
H: -3.48 4.28 3.98
H: -5.15 1.96 3.61
H: -5.21 1.38 2.00
H: -3.63 1.44 2.84
C: -6.70 -1.59 0.93
O: -7.32 -0.93 1.70
N: -6.70 -2.97 1.01
C: -5.68 -3.60 0.18
C: -7.57 -3.86 1.96
H: -6.04 -1.20 0.13
H: -6.23 -4.53 0.09
H: -4.72 -3.72 0.68
H: -5.53 -3.13 -0.80
H: -8.07 -3.23 2.70
H: -8.31 -4.47 1.44
H: -6.92 -4.60 2.43
C: 0.54 5.05 0.97
O: -0.39 5.48 1.60
N: 0.54 4.89 -0.42
C: 1.64 4.31 -1.19
C: -0.67 5.35 -1.17
H: 1.51 4.83 1.44
H: 1.16 3.55 -1.81
H: 2.35 3.81 -0.53
H: 2.19 5.01 -1.82
H: -0.85 4.66 -2.00
H: -1.56 5.67 -0.63
H: -0.33 6.25 -1.69
C: -2.54 0.95 -0.11
Br: -1.64 1.88 -1.60
Br: -1.36 -0.22 0.88
Br: -4.21 0.15 -0.69
H: -2.85 1.82 0.46
C: 6.17 -0.12 -4.53
C: 5.31 1.04 -4.23
O: 3.94 0.83 -3.92
P: 2.88 1.98 -4.35
O: 3.14 3.37 -4.03
O: 1.51 1.52 -3.65
C: 0.73 0.27 -4.07
C: 0.56 -0.44 -2.72
O: 2.59 1.66 -5.96
C: 2.06 2.74 -6.77
C: 1.42 2.13 -8.10
H: 5.76 -0.57 -5.43
H: 7.23 0.13 -4.65
H: 6.08 -0.88 -3.75
H: 5.74 1.55 -3.36
H: 5.18 1.78 -5.02
H: -0.19 0.59 -4.56
H: 1.25 -0.35 -4.80
H: 1.48 -0.95 -2.44
H: 0.44 0.36 -1.99
H: -0.31 -1.09 -2.77
H: 1.24 3.23 -6.23
H: 2.76 3.58 -6.82
H: 0.84 2.89 -8.63
H: 2.25 1.87 -8.76
H: 0.78 1.27 -7.92
C: -3.82 -1.92 3.80
C: -4.02 -3.45 3.75
O: -2.75 -3.98 3.64
P: -2.30 -4.84 2.34
O: -3.09 -6.08 2.15
O: -2.38 -3.78 1.13
C: -2.15 -4.25 -0.17
C: -2.23 -3.14 -1.07
O: -0.69 -5.04 2.42
C: 0.17 -4.12 3.17
C: 0.98 -3.17 2.30
H: -3.20 -1.53 4.61
H: -3.51 -1.57 2.82
H: -4.73 -1.34 3.95
H: -4.54 -3.80 4.64
H: -4.65 -3.63 2.88
H: -1.14 -4.64 -0.29
H: -2.87 -5.05 -0.32
H: -1.64 -2.26 -0.84
H: -1.90 -3.49 -2.04
H: -3.21 -2.76 -1.34
H: -0.37 -3.47 3.86
H: 0.77 -4.73 3.83
H: 0.38 -2.70 1.52
H: 1.29 -2.33 2.91
H: 1.87 -3.64 1.87
C: 4.64 -2.17 -1.56
C: 4.30 -0.72 -1.06
O: 5.00 -0.57 0.11
P: 4.40 -0.32 1.61
O: 3.93 -1.64 2.19
O: 5.57 0.46 2.49
C: 6.65 -0.28 2.97
C: 6.74 -0.20 4.47
O: 3.24 0.77 1.34
C: 2.97 1.72 2.31
C: 1.62 1.43 2.89
H: 4.20 -2.18 -2.56
H: 5.70 -2.41 -1.53
H: 4.13 -2.98 -1.05
H: 4.69 -0.10 -1.86
H: 3.25 -0.56 -0.85
H: 6.87 -1.32 2.71
H: 7.56 0.23 2.65
H: 6.87 0.77 4.95
H: 5.93 -0.79 4.88
H: 7.74 -0.57 4.71
H: 3.61 1.78 3.18
H: 2.91 2.66 1.77
H: 0.76 1.20 2.26
H: 1.67 0.50 3.45
H: 1.35 2.07 3.73

---

Entry 5:
2 unconnected molecules or ions with the total composition CH2F3N2 at a distorted geometry. Source: the OMol25 dataset; level of theory: ωB97M-V/def2-TZVPD.

Computed properties:
Highest occupied orbital energy (spin up / spin down) in eV: -16.931 / -14.118
Energy above the lowest of the compared OMol25 structures with the same formula, charge and spin in eV: 2.958
Frontier orbital gap (spin up / spin down) in eV: 10.806 / 5.314
LUMO (spin up / spin down) in eV: -6.13 / -8.80
Net charge: +1

Atoms and positions in Å:
C: 1.26 0.18 1.10
N: 1.01 1.32 0.68
N: -1.49 -1.04 -0.78
F: 0.87 -0.88 0.50
F: -2.22 -2.08 -0.63
F: -1.18 -1.00 -2.00
H: 1.52 2.06 1.08
H: 0.24 1.45 0.05

---

Entry 6:
A molecular structure, C3LiO6Pd at a distorted geometry. Source: the OMol25 dataset; level of theory: ωB97M-V/def2-TZVPD.

Computed properties:
Spin multiplicity: 4
⟨S²⟩: 3.760
Highest occupied orbital energy (spin up / spin down) in eV: -5.722 / -8.883
Frontier orbital gap (spin up / spin down) in eV: 5.327 / 5.674
LUMO (spin up / spin down) in eV: -0.40 / -3.21

Atoms and positions in Å:
C: 0.51 -0.11 -0.51
O: 1.34 -1.01 -0.53
C: 0.76 1.27 -1.24
O: -0.16 2.11 -1.05
O: 1.81 1.39 -1.85
Pd: 1.48 -2.15 0.59
Li: -1.58 1.55 0.04
O: -0.54 -0.09 0.24
O: -0.05 -2.09 1.48
O: -1.86 -0.83 2.05
C: -0.93 -1.25 1.46

---

Entry 7:
A single C4H7NO2 molecule. Source: the OMol25 dataset; level of theory: ωB97M-V/def2-TZVPD.

Computed properties:
Highest occupied orbital energy in eV: -9.888
SMILES string: C[C@@]1(C(N)=O)CO1
Energy above the lowest of the compared OMol25 structures with the same formula, charge and spin in eV: 1.146
Frontier orbital gap in eV: 10.796
LUMO in eV: 0.91

Atoms and positions in Å:
C: 0.03 0.77 -1.58
C: -0.18 0.09 -0.25
C: 1.08 -0.09 0.59
N: 1.00 -1.13 1.47
O: 2.04 0.64 0.48
C: -1.47 0.19 0.44
O: -1.06 -1.03 -0.17
H: -0.92 1.15 -1.97
H: 0.72 1.60 -1.43
H: 0.46 0.09 -2.32
H: 1.84 -1.39 1.96
H: 0.27 -1.81 1.35
H: -1.51 0.23 1.52
H: -2.30 0.67 -0.09

---

Entry 8:
A molecular structure, H16O8 at a distorted geometry. Source: the OMol25 dataset; level of theory: ωB97M-V/def2-TZVPD.

Computed properties:
Highest occupied orbital energy in eV: -7.895
Energy above the lowest of the compared OMol25 structures with the same formula, charge and spin in eV: 18.731
Frontier orbital gap in eV: 7.337
LUMO in eV: -0.56

Atoms and positions in Å:
O: -1.27 0.38 0.87
H: -1.71 1.01 0.30
H: -1.04 -0.35 0.30
O: -0.19 -2.12 0.29
H: 0.40 -2.69 -0.21
H: -0.64 -1.60 -0.38
O: 1.47 -0.60 0.42
H: 2.08 -1.33 0.55
H: 2.02 0.14 0.20
O: 0.77 0.69 1.93
H: -0.15 0.49 1.80
H: 1.24 -0.02 1.50
O: 0.24 1.64 -1.41
H: 0.94 2.28 -1.30
H: -0.39 1.84 -0.71
O: -0.14 -0.34 -0.56
H: 0.65 -0.49 -0.04
H: 0.16 0.16 -1.32
O: -1.38 1.52 -2.79
H: -0.57 1.23 -2.38
H: -1.36 2.48 -2.70
O: -0.15 -1.19 2.07
H: -0.01 -1.55 1.20
H: -0.98 -1.56 2.36

---

Question: Which formula does entry 7 have?
Answer: C4H7NO2